[1]
A 7-piece molecular cluster, C30H49N7O11 overall at a distorted geometry, computed with ωB97M-V with the def2-TZVPD basis set.

XYZ file:
```
97
Properties=species:S:1:pos:R:3:forces:R:3
H -3.271278 -4.440423 -1.313412 -0.9058 0.4583 -0.1005
H -0.361278 3.945577 5.189588 0.2312 -0.5974 0.5922
C 2.678722 -3.120423 5.128588 1.7554 4.2446 -5.4174
O 2.675722 -3.295423 -1.845412 1.9515 -0.1383 -1.2970
N -3.035278 1.978577 2.486588 -0.6490 0.3641 3.2327
H -4.570278 -3.179423 -2.986412 -0.7487 0.9323 0.8245
N 2.365722 -3.655423 6.437588 -9.3335 1.9946 -2.8409
H -3.587278 2.824577 4.481588 1.1832 -0.7748 -0.0351
H -1.987278 -5.012423 -0.552412 1.0679 -0.2114 0.7444
H 0.514722 -2.359423 4.510588 2.0882 -0.5007 0.1640
H -1.316278 4.695577 4.099588 -2.7581 4.3083 -0.9172
H 1.406722 5.662577 4.603588 -0.2121 -0.1041 0.7051
C 4.887722 -2.831423 -1.418412 5.6181 5.1380 -0.6410
H 3.594722 -0.867423 -2.185412 2.6098 -1.6917 1.5577
C 0.047722 4.518577 -3.423412 1.3637 -0.3166 0.5039
N -2.916278 -1.762423 -1.059412 0.5832 2.4552 5.0823
C 4.403722 -2.386423 3.219588 -3.1615 0.4563 2.9961
H -2.692278 1.625577 0.658588 0.6915 -0.1897 -1.5101
H -1.231278 3.109577 3.711588 2.0453 1.7190 1.5163
H 8.071722 -0.400423 -1.619412 1.5170 1.5214 -0.2161
H 0.238722 5.695577 -3.349412 0.2172 -2.7694 -0.5995
H -2.459278 -3.829423 -3.344412 -0.6598 -0.8544 0.0413
O -2.464278 0.263577 3.950588 1.2485 0.0800 0.0870
H -4.611278 0.338577 -1.725412 1.1805 -0.3020 0.9337
H 0.959722 3.770577 -3.898412 -2.2684 2.6420 1.5223
C -0.987278 -2.991423 -2.031412 4.0619 0.8164 -2.6673
H 6.474722 -4.219423 -0.695412 0.2632 -1.3249 0.4273
O -3.200278 -1.092423 -0.004412 0.7091 -3.2303 -5.6503
H -0.489278 -3.458423 0.519588 0.8360 -1.3171 0.6136
H 1.594722 2.966577 1.753588 1.8500 -0.0306 -0.3156
H -0.255278 -1.849423 0.238588 2.3161 3.0984 -0.4194
H -1.760278 2.354577 -3.405412 0.1081 2.2805 -1.7569
O -3.058278 3.175577 -4.832412 0.1987 -0.1567 -0.2934
H -4.939278 2.413577 3.593588 1.6321 -0.0887 -0.9049
H -2.092278 3.184577 1.188588 -0.2518 0.9091 -0.9792
C -4.884278 -2.128423 -2.658412 1.6007 -2.8537 -0.7406
H 5.748722 0.640577 -2.007412 -0.5921 3.9198 -0.9355
C 1.924722 -1.786423 2.955588 0.2322 -1.0039 1.8247
H -2.825278 0.564577 -2.142412 1.2315 1.2263 0.9026
H 5.390722 -2.139423 2.815588 -0.1815 -0.6942 0.5222
C -0.969278 -2.532423 0.403588 -4.1222 -1.8451 0.0094
C 4.647722 -1.330423 -1.765412 1.7697 1.4095 -1.3331
H 8.535722 -2.424423 -0.737412 -2.4957 -0.3361 -0.4606
C 1.609722 4.987577 3.791588 4.7977 -0.0945 -6.5305
C -1.809278 -2.840423 -0.859412 -1.4746 -0.8811 2.7687
N 0.662722 4.157577 3.336588 -1.9193 -0.5647 1.7943
O 2.689722 5.133577 3.025588 -3.9426 -0.3357 3.9382
H -3.949278 2.856577 0.616588 2.0578 -0.2439 1.7857
H -5.750278 -2.220423 -1.948412 1.3986 0.6210 -0.2122
H 1.029722 -1.286423 2.322588 2.4726 -1.2274 1.6359
C -1.422278 5.474577 -5.201412 1.9458 0.3876 0.3656
H -4.061278 3.849577 3.274588 0.9772 -0.6595 -1.2039
C -2.197278 0.869577 2.951588 -2.6272 1.8099 -3.9163
H 0.023722 3.734577 1.392588 1.1956 -0.7236 0.7287
C 1.631722 -2.424423 4.245588 0.2867 -0.2406 0.0051
O 3.088722 -4.312423 7.000588 5.5891 -3.2715 3.4907
C 5.814722 -0.334423 -1.843412 0.9756 -10.8977 2.6669
C -1.696278 -3.089423 -3.312412 -1.1097 2.6658 -4.7218
H -2.847278 -1.315423 -4.549412 0.2870 -1.5425 2.1059
H -1.509278 6.458577 -4.680412 0.1412 -0.8178 -0.1972
C 7.231722 -0.986423 -1.501412 -5.9418 2.9067 -1.1737
H 3.372722 -1.430423 1.595588 1.2379 2.0503 -4.5635
O 1.081722 -3.613423 6.785588 3.7705 0.8407 -1.2553
H -0.325278 -2.094423 -2.168412 -0.3843 -0.4443 0.5334
O -0.750278 1.448577 -1.373412 -6.2004 3.8211 -3.0826
C -0.583278 4.039577 4.146588 1.5611 -5.5734 -1.3907
H -2.288278 5.335577 -5.766412 -1.6839 -0.6065 -0.3962
N -1.174278 4.366577 -4.218412 -0.7211 -0.1637 -0.9420
H -5.216278 -1.767423 -3.619412 -0.2202 0.7587 -0.0489
N 3.828722 -3.723423 -1.631412 -3.3319 -2.4905 5.0654
H -4.212278 0.653577 -3.177412 0.9587 -1.2983 -1.0148
H -1.661278 -2.368423 1.259588 0.9181 0.1291 -0.4674
H -3.092278 -3.977423 0.395588 -1.0083 -0.2049 1.6212
H -0.125278 4.252577 -2.320412 0.2422 -0.1184 -1.7012
H -0.211278 -3.783423 -2.003412 -0.6999 0.0343 0.8789
C 3.296722 -1.781423 2.505588 -1.4688 -3.1919 5.5002
C 6.317722 -3.222423 -0.962412 -2.7901 4.0304 -2.0932
H -1.148278 -3.199423 -4.378412 -0.3797 -0.0883 2.9817
N 0.284722 1.114577 -1.025412 7.2520 -7.9557 1.7783
H 4.883722 -3.272423 5.320588 0.4800 -0.1802 -0.2126
H -1.737278 -0.829423 -3.392412 0.9314 -0.1130 0.3889
C 7.420722 -2.216423 -1.026412 -0.4628 -3.6863 0.8840
H -1.545278 0.667577 1.967588 -0.3621 -0.3901 2.3613
C 0.686722 3.223577 2.185588 -3.1900 1.8744 -0.4540
O 3.943722 -4.854423 -1.043412 0.6562 1.6891 -2.3555
C 4.132722 -2.965423 4.616588 -3.8070 0.8334 -1.9662
C -2.612278 -4.146423 -0.509412 0.4303 0.7402 -2.5189
C -2.417278 -1.662423 -3.497412 -0.6784 -0.6513 -1.1405
C -2.022278 3.240577 -4.206412 0.9384 0.0338 2.0432
C -3.467278 -1.422423 -2.399412 -2.6754 1.9412 -0.7948
O 0.416722 0.682577 0.170588 0.3534 1.3784 0.5496
O 1.228722 0.649577 -1.850412 -1.6981 2.3686 0.8345
C -3.728278 0.090577 -2.355412 -3.0374 0.3957 0.1549
H -0.638278 5.604577 -6.030412 -0.4609 -0.5005 1.5249
C -2.949278 2.528577 1.165588 -0.7021 -0.9808 -0.8140
C -3.837278 2.765577 3.422588 -3.2286 0.0059 1.6791
H 0.109722 2.318577 2.411588 0.5300 0.1796 0.3310
```
Forces are in eV/Å.

Results
* total energy: -2382.4804 a.u.
* spin multiplicity: 1
* HOMO: -8.225 eV
* relative energy (zero: lowest compared OMol25 entry of this formula, charge and spin): 0.761 eV
* gap between HOMO and LUMO: 4.297 eV
* F_max: 11.3 eV/Å
* net charge: 0

[2]
C30H50Cl2LaN3O7SSi as an isolated structure at a distorted geometry, computed with ωB97M-V with the def2-TZVPD basis set.

XYZ file:
```
95
Properties=species:S:1:pos:R:3:forces:R:3
N 1.061964 -0.801511 4.113682 0.0290 0.2868 -0.0073
H -0.012572 -3.727972 3.141853 0.0860 0.1975 0.1883
H -1.989912 -4.637381 4.387273 -0.1388 -0.3016 -0.2339
C -4.045180 -2.792655 -1.651857 0.4714 -0.0942 -0.1009
C 0.906363 -0.548395 2.813562 -0.3483 0.6450 -0.8234
H -5.507309 -1.047613 -0.033921 0.1261 -0.2778 0.2303
H -1.775475 -1.455258 -1.279827 -0.4251 -0.3085 -0.2482
H -0.254776 -0.746502 5.737252 0.1200 0.2960 -0.0992
H 3.480318 2.205446 4.583909 0.3372 -0.5088 -0.3140
H -3.980050 -6.422948 3.987470 -0.1068 0.0410 -0.1593
C -2.544660 -1.200241 -0.529382 1.4088 1.2968 0.4960
H 2.136257 1.689827 -2.407949 0.4047 0.0730 0.1650
S 0.924416 -3.221797 0.144137 2.4621 3.2882 0.2735
C 2.140230 -1.632710 4.648048 0.1947 -0.2879 -0.0210
C 4.892954 0.657362 3.902321 0.0736 -0.1334 -0.1433
H 6.221909 3.912218 -1.175584 -0.3938 0.2462 -0.1826
H -2.801134 0.044156 -8.999920 -0.1609 0.1749 0.1922
H -3.961723 3.370368 -6.558971 0.0944 -0.2296 0.1969
C 0.306195 4.115279 -0.986801 0.0311 0.2117 -0.3065
C 5.122451 4.031542 -1.240220 0.5208 0.5299 -0.3136
H 2.367312 2.343968 2.368106 0.0980 -0.0423 -0.0080
C -1.841746 -0.009387 -5.846046 0.0000 -0.0495 0.0897
Cl -0.937350 2.437899 -7.583853 0.3837 0.3070 -0.2531
H 4.919916 -0.649091 0.721540 0.0266 0.2290 0.4755
H -0.008034 5.106048 -1.341214 -0.1048 -0.1958 0.0487
H 1.041386 6.062309 0.792141 -0.0420 -0.3503 0.1517
C 4.486952 2.960542 -0.439698 -1.3767 -1.3059 -0.9920
C 3.646038 0.921837 1.427285 0.3473 -0.2943 0.0727
H 0.829183 0.696192 5.577560 -0.2047 -0.2751 -0.0760
H -3.813815 1.506728 -9.040727 0.0943 -0.2091 0.1872
Si -2.546347 1.355433 -6.893365 -0.2622 -0.2756 0.1033
C 4.651532 -0.032778 1.590468 0.2919 0.1281 0.2575
H 4.643127 3.025808 0.631715 0.0947 -0.2220 0.0019
H -3.179684 -2.901317 -2.330809 -0.4624 0.0201 0.2456
C 3.233460 1.814328 -2.342295 -0.1427 -0.2212 -0.5596
H 1.559139 -1.113656 2.148318 0.2821 -0.2482 0.1872
H -4.010714 -5.438296 0.640851 0.5388 0.0129 0.0346
H 6.142486 -0.866682 2.951783 -0.6122 0.4309 -0.0649
C -0.388883 3.239406 1.197915 -0.2473 -1.1411 -1.3380
H 3.489771 2.671020 -2.984241 -0.0056 -0.3570 0.2651
H -4.907617 -2.399784 -2.231387 0.5322 -0.0718 0.4790
H -0.155378 3.278326 2.268936 -0.2939 0.0806 0.0091
C -3.106226 -5.068392 2.568372 -0.1514 0.1990 -0.1638
H -2.655621 -0.622771 -5.433688 0.1393 0.0126 -0.0952
O -2.276558 -0.281867 0.301213 -1.3800 -1.4239 -0.8815
H 2.995211 0.120361 -0.406364 0.0876 -1.2682 -0.2054
H -4.325873 0.096359 -8.079948 0.1820 0.1233 -0.0872
O 0.084846 0.266454 2.311634 0.7483 -1.2109 1.1086
C -4.633892 -1.515065 0.442231 -0.0134 0.0479 0.2085
C -3.608452 2.546984 -5.920131 -0.0473 -0.0070 0.0346
H -5.067160 -5.913578 2.676263 -0.1006 -0.0405 0.1348
H -4.675548 -4.812903 4.019891 -0.0071 -0.0747 -0.1661
C 3.688082 1.963256 -0.928694 1.5230 2.5407 1.2301
C -4.276488 -5.583367 3.349128 -0.2146 -0.1190 0.1431
H 5.402111 0.594182 4.865897 -0.0673 -0.0861 -0.2825
H 2.707183 -2.086185 3.820018 -0.2626 0.2148 0.2258
C -3.131069 -5.033748 1.154853 1.2524 0.1396 0.5787
C -2.046003 -4.436742 0.464701 0.3477 0.3686 1.3662
H -4.103369 -0.780610 1.055361 -0.6097 -0.1701 0.1623
C -1.994355 -4.627328 3.296515 0.5305 -0.6178 -0.3250
H 2.846416 -1.044004 5.269822 -0.4841 -0.1357 -0.4195
C -1.052785 -3.810789 1.288805 -1.2457 1.3187 1.2094
H -4.482922 2.018736 -5.512823 0.1546 0.1713 -0.0485
La -0.027813 0.209878 -0.251253 1.2942 0.4456 -0.0501
H 1.736005 -2.450661 5.278395 0.0452 0.4446 -0.3387
C 3.203913 1.669430 2.519794 0.2062 0.0237 -0.0739
C 0.229330 -0.052860 5.035009 -0.0174 -0.0263 0.0647
C 3.827120 1.557959 3.762132 0.1423 -0.1611 -0.2766
H 3.662287 0.904103 -2.794623 -0.0607 0.2641 0.0673
H -4.890728 -2.398390 1.042263 -0.1246 0.2400 -0.2251
H -1.176787 -0.652822 -6.441476 -0.2042 0.1442 0.1481
H 2.302204 4.809214 0.836741 -0.5744 -0.2159 -0.0005
O 1.258992 -1.961124 -0.708303 -0.8369 -1.4035 0.9957
H 1.127358 4.934629 2.186687 0.1306 0.1611 -0.2665
H -0.510142 0.449785 4.407225 -0.0370 0.0078 0.4096
C 1.246492 5.022735 1.098936 0.1993 0.2251 0.2323
C 3.014260 1.085246 0.066316 -0.9536 0.1007 0.4016
H 1.322499 3.949375 -1.377558 -0.2495 -0.1603 0.3355
C -3.455330 0.690509 -8.396017 -0.0465 0.0159 -0.0585
H -1.274746 0.393422 -4.988612 -0.2856 -0.2009 -0.5897
O 1.706737 1.546306 0.232734 -0.4114 0.2763 -0.2106
H 4.823410 3.999293 -2.302194 0.2358 0.1046 0.4936
O -0.446620 -2.500159 1.043465 0.4426 -3.3456 -2.0792
H 4.880275 5.034201 -0.828631 0.1405 -0.4586 -0.2537
H -0.362708 3.348434 -1.383836 0.1170 0.1777 0.1355
Cl -0.584245 0.929737 -2.897474 0.0441 -0.0135 0.6066
H -4.305008 -3.794960 -1.252502 0.1364 0.6713 -0.0984
N -3.654351 -1.878992 -0.567371 -1.3123 -0.3763 -0.3565
O -1.170581 2.368268 0.722583 1.2082 1.1984 0.5124
C -0.876312 -4.127947 2.643607 -1.6905 0.4830 -0.7231
O 1.915879 -3.311064 1.245552 -0.9515 -0.3841 -1.2526
C 5.305132 -0.158342 2.822307 -0.2087 0.3232 0.3504
H -1.929137 -4.487270 -0.619517 -0.3333 0.5523 0.2767
H -3.032302 2.968179 -5.082819 -0.1795 -0.1229 -0.2223
N 0.306389 4.114840 0.467321 0.0320 -0.0679 0.2123
```
Forces are in eV/Å.

Results
* total energy: -3503.9648 a.u.
* spin multiplicity: 1
* HOMO: -8.152 eV
* gap between HOMO and LUMO: 8.408 eV
* F_max: 4.1 eV/Å
* net charge: 0